(1)
C19H24N4O5 in the gas phase at a distorted geometry, computed with the ωB97M-V functional and the def2-TZVPD basis.

Summary:
energy above the lowest of the compared OMol25 structures with the same formula, charge and spin: 3.359 eV
gap between HOMO and LUMO: 0.2991 Eh
F_max: 5.04 eV/A
E_HOMO: -0.2862 Eh

Element x y z (Å)
O1 -1.9870 -4.6282 3.2818
O2 -3.6419 -3.1683 2.6028
O3 4.6004 1.8174 -0.5445
O4 1.2922 -0.2432 1.9096
O5 -0.5248 -1.3066 -2.2400
N1 -1.2050 -1.6173 -0.0913
N2 4.0941 -0.0202 0.7089
N3 1.3877 0.0209 -0.3248
N4 -1.0543 1.5894 -3.2101
C1 -0.5766 2.5135 -1.2385
C2 -2.9283 2.4085 -1.7050
C3 -1.4136 -2.2944 2.8100
C4 -2.8346 -1.4843 -1.6811
C5 -2.4740 -3.4102 2.9252
C6 0.6785 2.1475 -1.8821
C7 -3.2215 3.0359 -0.4852
C8 0.0768 -1.8013 0.5534
C9 2.0778 2.2720 -1.3475
C10 0.3496 1.6535 -3.1503
C11 2.2816 1.2110 -0.3188
C12 -1.6099 2.2254 -2.1198
C13 5.3547 -0.3217 1.4552
C14 -2.2029 3.4531 0.3888
C15 -0.9171 3.1352 -0.0411
C16 -1.3928 -1.4808 -1.3790
C17 3.7769 0.9914 -0.0492
C18 -0.1674 -2.6027 1.8498
C19 0.9846 -0.5946 0.8104
H1 0.7269 -2.7306 2.5718
H2 -3.4536 -1.9314 -0.8885
H3 5.7613 -1.2305 1.0748
H4 -2.8679 -2.0683 -2.6319
H5 -2.7186 -5.2754 3.3344
H6 -4.2245 3.1099 -0.1519
H7 -2.3955 4.0772 1.3295
H8 2.1049 1.8134 0.5893
H9 -0.1429 3.2701 0.5592
H10 0.5910 -2.5156 -0.0284
H11 2.0500 3.3093 -0.9206
H12 1.1197 1.2517 -3.8487
H13 -1.5873 1.1446 -3.9527
H14 2.8360 2.2887 -2.1235
H15 6.1152 0.4019 1.2043
H16 -3.1316 -0.5120 -1.8396
H17 1.0518 -0.3759 -1.2257
H18 -3.6441 2.1170 -2.4513
H19 3.1842 -0.3826 1.0651
H20 -0.9989 -2.1855 3.8184
H21 -0.4522 -3.5850 1.5151
H22 5.1315 -0.3294 2.5637
H23 -1.9076 -1.3601 2.5218
H24 -1.9509 -1.8028 0.4274


(2)
A 2-piece molecular cluster, C9H14O overall, computed with the ωB97M-V functional and the def2-TZVPD basis.

Summary:
energy above the lowest of the compared OMol25 structures with the same formula, charge and spin: 0.240 eV
gap between HOMO and LUMO: 0.3405 Eh
F_max: 0.82 eV/A
E_HOMO: -0.3082 Eh

Element x y z (Å)
O1 -3.1526 -1.7462 -0.3882
C1 1.9656 0.5465 -3.2524
C2 -0.8966 -0.6885 2.2933
C3 -1.6546 0.0716 -0.2465
C4 -0.6686 0.7608 0.4283
C5 -2.2299 -1.0501 0.3361
C6 2.0027 -0.1401 -1.8774
C7 0.7015 1.2697 2.4763
C8 -0.3150 0.4453 1.7388
C9 -1.8343 -1.4471 1.6086
H1 2.3404 -1.1694 -1.9835
H2 2.7412 0.1581 -3.9148
H3 2.2039 1.6071 -3.1487
H4 2.6315 0.3771 -1.1468
H5 1.0092 0.7753 3.3937
H6 -2.3979 -2.2233 2.1100
H7 1.0137 -0.1457 -1.4187
H8 -3.5623 -2.4277 0.1499
H9 -1.9557 0.3038 -1.2579
H10 -0.1636 1.5864 -0.0665
H11 0.3106 2.2649 2.7056
H12 -0.7039 -0.8879 3.3398
H13 1.5940 1.4140 1.8665
H14 1.0207 0.3456 -3.7453


(3)
A 5-piece molecular cluster, C16H42O19P4 overall at a distorted geometry, computed with the ωB97M-V functional and the def2-TZVPD basis.

Summary:
gap between HOMO and LUMO: 0.2110 Eh
F_max: 9.49 eV/A
E_HOMO: -0.3509 Eh

Element x y z (Å)
P1 5.3181 -1.5457 -4.2230
P2 -3.0794 0.2746 2.6106
P3 -2.7449 4.6558 -0.7341
P4 0.0773 -2.5482 -2.4093
O1 4.9127 0.0729 -3.8049
O2 -2.1235 5.4185 -1.9027
O3 6.6629 -1.1233 -4.8122
O4 2.0541 -0.7498 7.9341
O5 -1.4329 3.5450 -0.6677
O6 -3.5467 -1.2543 1.9753
O7 -0.1089 -2.0927 -0.7621
O8 1.3285 -1.4584 5.8476
O9 -2.2840 5.2892 0.7181
O10 3.3349 -2.4092 6.7934
O11 -2.6435 1.8247 3.2153
O12 -3.9912 -0.0139 3.9548
O13 -1.5259 -2.9364 -2.4705
O14 -1.6474 -0.2218 2.7974
O15 0.3099 -1.0919 -2.8072
O16 -4.1528 5.6435 -0.7484
O17 5.6379 -3.2111 -4.5106
O18 0.2756 -3.0446 -4.0435
O19 4.1288 -1.5497 -5.3656
C1 3.4492 -2.5393 5.3389
C2 -2.0506 1.9113 4.5027
C3 -3.2849 -2.4226 2.7428
C4 -1.9605 -4.0720 -1.7328
C5 2.2464 -1.4761 6.9359
C6 -1.0658 -1.0907 -0.4331
C7 4.9467 1.0694 -4.8177
C8 -0.1110 4.0533 -0.5425
C9 -0.5614 -2.4675 -5.0331
C10 -3.9975 7.0462 -0.6117
C11 2.2230 -0.6055 3.7999
C12 2.0827 -1.9739 4.6755
C13 5.9370 -3.6245 -5.8332
C14 2.7777 -1.4856 -4.9164
C15 -5.4063 -0.0274 3.8052
C16 -2.4031 4.4597 1.8688
H1 0.3229 3.6655 0.3820
H2 -3.5427 7.3025 0.3464
H3 -0.4150 -1.3874 -5.0932
H4 2.2643 -0.6984 -5.4708
H5 5.1021 -3.4276 -6.5076
H6 -2.8272 -3.7866 -1.1345
H7 -0.5529 -0.2744 0.0776
H8 3.6965 -3.6404 5.1977
H9 -4.9923 7.4954 -0.6454
H10 3.1607 -0.5863 3.1534
H11 -1.1833 -4.4516 -1.0667
H12 -3.4085 7.4599 -1.4324
H13 -2.7267 1.5427 5.2753
H14 0.4790 3.6941 -1.3868
H15 -0.0734 5.1439 -0.5161
H16 -1.4581 4.4835 2.4138
H17 -5.7090 -0.0116 2.7564
H18 -2.6315 3.4272 1.6080
H19 -5.7962 -0.9343 4.2695
H20 -4.2355 -2.9156 2.9579
H21 -3.1928 4.8511 2.5124
H22 -1.5880 -0.6955 -1.3067
H23 -0.2864 -2.9033 -5.9960
H24 -1.1039 1.3693 4.5387
H25 5.2552 0.6803 -5.7898
H26 -1.8482 2.9654 4.7047
H27 -1.8007 -1.5250 0.2468
H28 -2.2546 -4.8601 -2.4278
H29 -5.8289 0.8401 4.3143
H30 4.2636 -1.7656 5.0944
H31 2.2877 -2.4374 -5.1190
H32 6.1092 -4.7028 -5.8134
H33 3.9471 1.4995 -4.9138
H34 -1.6113 -2.6966 -4.8457
H35 1.2697 -0.5654 3.1634
H36 2.7094 -1.2662 -3.8500
H37 -2.6651 -3.0958 2.1478
H38 2.2285 0.2464 4.5787
H39 -2.7797 -2.2095 3.6866
H40 6.8434 -3.1412 -6.2024
H41 1.3519 -2.7689 4.2669
H42 5.6396 1.8533 -4.5086


(4)
C7H36AsF6N14O11 as an isolated structure at a distorted geometry, computed with the ωB97M-V functional and the def2-TZVPD basis.

Summary:
gap between HOMO and LUMO (alpha / beta): 0.1177 / 0.2853 Eh
F_max: 7.33 eV/A
charge: -2
E_HOMO (alpha / beta): 0.0218 / -0.1478 Eh
spin multiplicity: 2

Element x y z (Å)
As1 -0.3034 -0.5875 -0.8798
F1 1.0609 -0.4548 -2.1775
F2 0.8676 -1.2284 0.3557
F3 -0.7233 -2.2767 -1.3426
F4 -1.2795 -0.0353 -2.1933
F5 -1.7481 -0.6624 0.2876
F6 0.1138 1.1128 -0.3807
O1 -3.8171 0.8629 2.0432
O2 3.9131 0.5930 -1.1371
O3 -1.1979 -4.4938 -1.7585
O4 3.2773 0.6589 1.8346
O5 -1.4935 -5.3181 0.7361
O6 -0.3590 1.7638 -4.2054
O7 3.0625 3.3488 1.7560
O8 1.9463 -2.7178 5.4440
O9 -1.1167 3.1766 1.0229
O10 -6.7777 -2.7147 2.2790
O11 3.9898 -0.2661 -6.3731
N1 3.0279 2.5292 -2.0629
N2 -5.1567 -1.3166 2.9816
N3 1.6284 3.7229 0.2678
N4 2.7695 1.1348 -5.2024
N5 2.9783 -1.2938 4.1017
N6 -4.8367 -2.4259 1.2431
N7 2.7530 -1.0639 -4.7636
N8 -1.8789 -3.2905 1.3327
N9 3.3961 4.9583 0.3320
N10 -5.3449 2.0332 1.0956
N11 5.0073 2.0678 -2.4609
N12 -3.7040 1.2631 -0.1173
N13 -1.6585 -4.6895 2.8622
N14 1.2031 -2.3195 3.3562
C1 -4.2894 1.3577 1.0845
C2 3.9390 1.5807 -1.9004
C3 2.7310 3.9791 0.8395
C4 1.9934 -2.1495 4.3891
C5 -5.6812 -2.2215 2.1594
C6 3.2801 -0.0429 -5.4505
C7 -1.5663 -4.4892 1.5799
H1 -1.9048 -2.6959 2.1488
H2 -4.4541 -0.6887 2.6182
H3 -5.7869 2.1483 1.9964
H4 3.3364 1.5990 1.6641
H5 -2.1405 -2.8355 0.4698
H6 -5.0864 -3.0383 0.4797
H7 0.4584 -2.9843 3.5093
H8 -2.7911 0.8315 -0.1386
H9 -0.9339 -3.6114 -1.4978
H10 -4.1421 1.8512 -0.8118
H11 3.2183 0.2608 0.9661
H12 -1.8817 3.3387 0.4709
H13 -5.4376 2.5528 0.2345
H14 -0.3921 1.0106 -3.6156
H15 2.7812 5.6224 -0.1162
H16 1.0311 3.0019 0.6465
H17 2.1238 1.2721 -4.4380
H18 4.7850 2.9949 -2.7943
H19 3.1645 -1.9668 -4.9523
H20 -2.0173 -3.9650 3.4675
H21 3.2550 3.4160 -2.4898
H22 -3.9626 -1.9231 1.2998
H23 -1.4458 -5.6225 3.1853
H24 5.9131 1.7056 -2.1993
H25 -5.6959 -0.9861 3.7691
H26 3.8118 -1.2433 4.6698
H27 2.1208 2.4119 -1.6345
H28 -0.6697 2.4414 0.6037
H29 3.0082 -0.8141 3.2134
H30 -1.2166 -4.9903 -0.9403
H31 -1.2767 1.9744 -4.3776
H32 2.5577 -0.8652 -3.7928
H33 3.0795 1.8721 -5.8192
H34 1.0678 4.4254 -0.1931
H35 1.3144 -1.7624 2.5211
H36 4.2030 5.1767 0.8989